Entry 1:
Computed, not measured: one molecule with the formula C2H3NO2S in a non-equilibrium geometry, with ωB97M-V with the def2-TZVPD basis set.

Cartesian coordinates (Å):
C1 0.892 0.565 0.011
H1 -0.139 2.095 -0.101
O1 0.783 1.865 0.079
H2 0.200 -1.912 0.021
H3 -1.513 -1.845 0.064
O2 -1.408 0.801 -0.067
S1 2.322 -0.219 -0.031
N1 -0.605 -1.322 0.060
C2 -0.532 -0.028 -0.036

## Properties
spin multiplicity	1
energy above the lowest of the compared OMol25 structures with the same formula, charge and spin	0.305	eV
E_LUMO	-0.39	eV
HOMO-LUMO gap	8.77	eV

***

Entry 2:
Computed, not measured: a 3-piece molecular cluster, C2H8OS2 overall in a non-equilibrium geometry, with ωB97M-V with the def2-TZVPD basis set.

Cartesian coordinates (Å):
C1 -1.498 1.147 -0.270
H1 -2.477 1.615 -0.424
H2 0.795 -0.104 0.911
H3 2.327 -0.746 0.385
H4 -0.988 -1.919 0.198
C2 1.800 0.205 0.476
O1 -0.227 -2.403 -0.162
H5 -0.065 -1.994 -1.019
H6 -1.328 0.542 -1.165
H7 2.287 0.837 1.215
H8 -0.666 1.871 -0.214
S1 -1.555 0.207 1.224
S2 1.596 0.743 -1.153

## Properties
spin multiplicity	1
energy above the lowest of the compared OMol25 structures with the same formula, charge and spin	4.189	eV
E_LUMO	-3.78	eV
HOMO-LUMO gap	4.97	eV

***

Entry 3:
Computed, not measured: a 5-piece molecular cluster, C4H16FN8O4 overall in a non-equilibrium geometry, with ωB97M-V with the def2-TZVPD basis set.

Cartesian coordinates (Å):
O1 -18.026 7.458 -24.132
H1 -19.862 6.194 -25.248
N1 -17.124 5.551 -24.100
H2 -18.961 4.649 -25.108
C1 -24.837 12.877 -26.099
H3 -27.364 7.710 -23.953
O2 -25.905 9.654 -21.990
H4 -25.936 14.370 -26.801
C2 -26.831 8.976 -22.445
H5 -17.234 4.550 -24.169
H6 -25.721 8.261 -23.851
H7 -22.591 8.736 -28.475
N2 -19.043 5.651 -25.014
O3 -21.436 8.792 -31.253
H8 -20.957 8.041 -28.322
H9 -25.230 11.090 -26.879
H10 -24.695 14.751 -25.630
H11 -19.854 7.671 -29.649
N3 -20.691 8.111 -29.294
H12 -28.673 8.284 -22.569
H13 -28.556 9.524 -21.399
F1 -22.710 8.143 -25.489
N4 -25.480 12.068 -26.857
N5 -28.085 8.942 -22.077
N6 -25.155 14.080 -26.230
C3 -18.091 6.277 -24.383
N7 -26.654 8.239 -23.467
C4 -21.512 8.697 -30.048
O4 -23.941 12.585 -25.394
N8 -22.459 9.071 -29.419
H14 -16.382 6.013 -23.594
H15 -23.185 9.624 -29.851
H16 -26.195 12.500 -27.425

## Properties
spin multiplicity	1
energy above the lowest of the compared OMol25 structures with the same formula, charge and spin	6.787	eV
total charge	-1
E_LUMO	2.73	eV
HOMO-LUMO gap	6.69	eV

***

Entry 4:
Computed, not measured: C15H10IIrN5OS2 as an isolated structure, with ωB97M-V with the def2-TZVPD basis set.

Cartesian coordinates (Å):
C1 -1.984 3.637 -2.169
C2 -3.492 0.125 1.616
C3 -0.658 -2.034 -0.674
H1 -4.243 1.948 2.051
H2 5.254 -1.072 3.186
H3 -3.131 1.991 0.747
S1 0.413 0.599 -3.324
H4 -3.660 -2.386 0.828
C4 -2.138 2.118 -4.072
C5 2.349 -0.933 1.479
C6 4.128 -0.524 0.053
H5 1.280 -1.045 1.588
O1 -4.177 -0.517 2.384
C7 -2.491 -0.605 0.751
C8 4.568 -0.960 2.356
H6 2.799 -1.336 3.524
Ir1 1.503 0.208 -1.238
N1 -2.465 4.432 -1.488
N2 -0.398 -0.754 -0.382
C9 3.201 -1.102 2.548
H7 -1.042 0.976 0.549
N3 2.804 -0.638 0.249
C10 -0.200 1.993 -2.545
S2 0.679 2.487 -1.152
C11 5.038 -0.678 1.082
H8 0.095 -2.559 -1.249
N4 -3.554 1.470 1.493
H9 4.462 -0.318 -0.956
N5 -2.752 1.710 -4.959
H10 -1.987 -3.700 -0.520
I1 7.069 -0.480 0.688
C12 -1.303 -0.048 0.316
C13 -1.820 -2.661 -0.270
C14 -1.403 2.596 -2.952
C15 -2.744 -1.939 0.462

## Properties
spin multiplicity	5
total charge	+1
E_LUMO (spin up / spin down)	-3.73 / -6.81	eV
HOMO-LUMO gap (spin up / spin down)	7.77 / 5.64	eV

***

Entry 5:
Computed, not measured: a 8-piece molecular cluster, C19H54O8 overall in a non-equilibrium geometry, with ωB97M-V with the def2-TZVPD basis set.

Cartesian coordinates (Å):
O1 0.952 3.056 -0.618
H1 0.706 -1.124 2.719
H2 0.553 2.213 -4.951
C1 -2.280 -1.976 -1.841
H3 -2.947 -1.654 4.029
H4 -6.407 1.246 0.327
H5 2.197 -3.408 -2.377
C2 -3.349 -2.997 -2.283
O2 1.865 2.221 -3.275
C3 -3.315 2.766 0.948
O3 -1.510 -0.199 2.271
H6 1.387 4.510 1.621
H7 1.328 2.485 -2.512
H8 2.773 -2.996 -0.116
H9 5.439 0.376 2.494
H10 0.818 -4.890 -0.686
H11 3.200 0.066 -0.517
C4 1.003 1.563 -4.193
H12 0.066 0.213 -2.685
H13 -3.040 -3.974 -1.921
C5 0.330 -0.645 3.628
H14 -3.256 3.302 1.895
H15 4.287 -1.864 0.888
C6 -0.193 0.988 -3.405
H16 1.099 -2.526 0.315
H17 5.579 -1.337 2.779
C7 2.116 3.737 1.369
H18 3.261 0.179 2.496
H19 -3.077 -1.320 0.096
H20 -1.378 0.336 4.292
H21 -1.687 -2.074 5.031
H22 -6.251 2.475 1.575
H23 0.772 2.188 -0.187
H24 -1.343 -1.367 0.030
C8 -1.196 -0.517 3.635
H25 -2.464 -0.149 2.088
C9 1.718 -3.195 -0.290
C10 -1.867 -1.823 3.974
H26 0.405 -3.107 -2.048
H27 -0.975 0.620 -4.077
H28 3.011 4.106 1.878
C11 -5.761 2.043 0.697
H29 -2.116 -0.024 -2.036
H30 -4.299 -2.691 -1.841
H31 -0.701 1.781 -2.846
H32 4.929 -0.198 -0.839
C12 5.459 -0.595 1.985
H33 -2.310 2.436 0.678
C13 4.197 -0.804 1.131
H34 -5.890 2.840 -0.043
H35 -1.312 -2.358 -2.188
C14 1.444 -2.908 -1.772
H36 -3.543 3.467 0.137
H37 0.956 0.049 0.308
O4 0.063 0.405 0.180
H38 2.864 2.612 -0.389
O5 -4.167 0.793 2.063
H39 -0.341 0.366 1.065
H40 0.643 -1.226 4.492
H41 1.794 2.809 1.848
C15 -4.315 1.600 0.899
H42 1.839 -0.396 -4.223
C16 2.238 3.476 -0.124
O6 -2.591 -0.747 -2.460
H43 0.765 0.351 3.509
O7 3.005 -0.457 1.818
H44 2.800 0.830 -5.089
C17 -2.241 -1.884 -0.322
C18 4.199 0.113 -0.085
H45 2.638 4.289 -0.731
O8 1.406 -4.548 -0.009
H46 -3.955 0.947 0.099
H47 -4.337 1.356 2.830
H48 -1.516 -2.671 3.397
H49 -2.183 -2.886 0.104
H50 -3.499 -2.950 -3.360
H51 1.491 -1.842 -2.032
H52 6.359 -0.676 1.375
H53 4.432 1.151 0.153
C19 1.788 0.465 -4.891
H54 1.440 0.182 -5.884

## Properties
spin multiplicity	1
energy above the lowest of the compared OMol25 structures with the same formula, charge and spin	0.588	eV
E_LUMO	0.58	eV
HOMO-LUMO gap	10.15	eV

***

Entry 6:
Computed, not measured: an isolated ion of composition C4H8NOS and charge +1 in a non-equilibrium geometry, with ωB97M-V with the def2-TZVPD basis set.

Cartesian coordinates (Å):
H1 2.135 0.855 -1.403
H2 2.466 -0.390 -0.265
N1 0.041 -0.741 0.754
C1 0.581 0.480 0.029
O1 -1.643 -1.422 -0.712
C2 1.998 0.533 -0.292
C3 -0.464 1.378 -0.396
H3 -2.386 -1.114 -1.226
H4 0.445 -0.797 1.700
H5 -0.235 2.216 -0.925
H6 0.222 -1.685 0.365
S1 -2.031 1.013 0.316
H7 -2.025 -1.062 1.315
C4 -1.483 -0.772 0.491
H8 2.379 1.508 0.248

## Properties
spin multiplicity	1
energy above the lowest of the compared OMol25 structures with the same formula, charge and spin	1.671	eV
total charge	+1
E_LUMO	-3.77	eV
HOMO-LUMO gap	9.21	eV

***

Entry 7:
Computed, not measured: a 2-piece molecular cluster, C4H13NOS overall in a non-equilibrium geometry, with ωB97M-V with the def2-TZVPD basis set.

Cartesian coordinates (Å):
H1 1.315 0.787 3.198
H2 -0.018 2.550 -2.031
O1 0.682 -4.070 -1.268
C1 1.092 -0.149 2.712
H3 -1.289 0.986 1.038
N1 -0.456 1.649 -2.144
H4 -0.381 -1.122 0.269
H5 1.465 -0.958 3.326
C2 -0.533 1.030 0.247
H6 -2.039 2.148 -0.784
H7 0.014 -0.303 2.665
H8 0.183 1.839 0.428
C3 0.258 -0.276 0.066
H9 -1.930 0.443 -1.247
S1 1.806 -0.238 1.039
H10 0.647 -0.326 -0.958
C4 -1.335 1.335 -1.011
H11 1.419 -3.583 -0.871
H12 -0.964 1.696 -3.018
H13 0.064 -3.439 -1.655

## Properties
spin multiplicity	1
energy above the lowest of the compared OMol25 structures with the same formula, charge and spin	0.598	eV
E_LUMO	0.88	eV
HOMO-LUMO gap	9.40	eV

***

- What is the spin multiplicity in the seventh record?
  1